Entry 1:
A cluster of 2 separate species, C8H12O in total in a non-equilibrium geometry. Source: the OMol25 dataset; level of theory: ωB97M-V with the def2-TZVPD basis set.

The value obtained for the largest force on an atom is 2.429 eV/Å. The frontier orbital gap is 9.73 eV. Its spin multiplicity is 1. The energy relative to the best compared isomer or geometry (same formula, charge and spin) is 10.3 kJ/mol. As for the SMILES: CCc1ccccc1.O. The value obtained for the HOMO energy is -9.0 eV.

Structure (XYZ):
```
21
Properties=species:S:1:pos:R:3:forces:R:3
C 3.88225 2.93890 -1.06298 0.501 -0.342 -0.512
C 2.93117 3.55419 -0.25902 -1.045 -0.688 -0.089
C 3.57832 1.80816 -1.89688 0.300 1.179 1.040
C 1.61715 3.01962 -0.23032 0.083 -1.577 0.169
C 2.30388 1.30258 -1.82036 -1.707 -0.256 0.419
C 1.30813 1.83327 -0.94242 1.285 1.733 -1.117
C 0.00000 0.00000 0.00000 -0.523 -0.949 0.656
C -0.05610 1.20779 -0.89180 -0.202 0.435 0.177
H 4.90202 3.34528 -1.03983 -0.419 -0.255 -0.188
H 3.16114 4.41723 0.37963 0.085 -0.405 -0.459
H 4.33971 1.35641 -2.54635 -0.382 0.332 0.338
H 0.83893 3.34172 0.47413 0.480 0.416 -0.343
H 1.91703 0.47947 -2.43554 0.704 0.136 0.079
H 0.17920 0.28692 1.04984 0.003 -0.181 -0.378
H 0.78470 -0.71076 -0.30932 -0.294 0.270 0.106
H -0.97807 -0.50581 -0.06444 0.394 -0.079 0.270
H -0.46659 0.87393 -1.86415 0.502 0.498 0.182
H -0.77219 1.92972 -0.45419 0.253 -0.263 -0.349
O 1.93058 5.05895 3.07770 0.621 0.381 -1.002
H 2.85174 4.81777 2.82960 -0.989 0.254 0.250
H 1.63437 5.67116 2.36656 0.351 -0.641 0.751
```
Forces are in eV/Å.

***

Entry 2:
The molecule C5H8N2. Source: the OMol25 dataset; level of theory: ωB97M-V with the def2-TZVPD basis set.

The value obtained for the largest force on an atom is 0.477 eV/Å. The frontier orbital gap is 10.61 eV. Its spin multiplicity is 1. The energy relative to the best compared isomer or geometry (same formula, charge and spin) is 231.9 kJ/mol. As for the SMILES: [H]/N=C1/CN2[C@@H](C)[C@H]12. The value obtained for the HOMO energy is -9.5 eV.

Structure (XYZ):
```
15
Properties=species:S:1:pos:R:3:forces:R:3
C -1.98657 -1.00813 0.35307 0.015 0.000 -0.057
C -0.52567 -0.67318 0.11183 -0.033 -0.169 -0.011
C -0.17122 0.67541 -0.41485 -0.236 0.178 -0.328
N 0.04936 0.30276 1.02617 -0.040 0.025 0.250
C 1.52524 0.29272 0.78122 0.230 -0.061 0.077
C 1.30578 0.76045 -0.64970 0.174 0.025 -0.110
N 2.10551 1.17709 -1.53253 -0.388 -0.126 0.248
H -2.32902 -0.55889 1.28892 0.090 -0.014 -0.128
H -2.12642 -2.08959 0.42056 0.015 0.120 0.014
H -2.62095 -0.63753 -0.45597 0.045 -0.072 0.048
H 0.10968 -1.51167 -0.18343 -0.071 0.201 0.047
H 1.59519 1.51872 -2.34949 0.043 -0.005 0.054
H -0.93816 1.38170 -0.73103 0.176 -0.124 0.044
H 2.01611 1.05495 1.39180 -0.012 -0.126 -0.101
H 1.99115 -0.68482 0.94343 -0.008 0.150 -0.046
```
Forces are in eV/Å.

***

Entry 3:
A cluster of 2 separate species, H4OS in total in a non-equilibrium geometry. Source: the OMol25 dataset; level of theory: ωB97M-V with the def2-TZVPD basis set.

The value obtained for the largest force on an atom is 1.237 eV/Å. The frontier orbital gap is 10.53 eV. Its spin multiplicity is 1. The energy relative to the best compared isomer or geometry (same formula, charge and spin) is 11.5 kJ/mol. As for the SMILES: O.S. The value obtained for the HOMO energy is -9.7 eV.

Structure (XYZ):
```
6
Properties=species:S:1:pos:R:3:forces:R:3
O 2.56795 0.48982 2.64863 -0.170 1.107 0.524
H 2.77162 1.37463 2.26930 -0.227 -0.939 0.449
H 2.21113 0.68064 3.54558 0.394 -0.166 -0.976
S -2.12160 -0.33073 -2.09509 0.172 -0.065 0.196
H -1.59883 -1.49308 -1.66222 -0.073 0.170 -0.062
H -1.43979 0.37799 -1.17610 -0.096 -0.106 -0.131
```
Forces are in eV/Å.

***

Entry 4:
A structure of composition C6H16N2O in a non-equilibrium geometry. Source: the OMol25 dataset; level of theory: ωB97M-V with the def2-TZVPD basis set.

The value obtained for the largest force on an atom is 2.350 eV/Å. The frontier orbital gap (alpha / beta) is 7.47 / 7.48 eV. Its spin multiplicity is 1. The energy relative to the best compared isomer or geometry (same formula, charge and spin) is 441.6 kJ/mol. The value obtained for the HOMO energy (alpha / beta) is -7.5 / -7.5 eV.

Structure (XYZ):
```
25
Properties=species:S:1:pos:R:3:forces:R:3
C 1.22128 1.19439 -0.17228 0.652 -0.860 -1.649
C 1.01324 2.66888 -0.20798 -0.600 -0.030 0.256
C 0.93947 0.37618 -1.29031 0.804 1.189 0.606
C -1.20086 0.87189 0.97521 0.082 -1.840 0.293
C 2.04984 0.63564 0.93596 -0.018 -0.056 -0.083
H 1.77397 1.06715 1.89452 0.029 0.115 0.076
H 1.93596 -0.44460 0.99379 -0.002 -0.042 -0.039
H 0.30194 2.96715 -0.97901 0.056 -0.045 0.040
H 0.67804 3.05054 0.75764 0.030 0.055 -0.018
H 1.97441 3.14771 -0.43031 -0.010 -0.156 0.015
H 0.26882 -0.69496 -0.77134 -0.962 -0.704 1.440
H 1.77830 -0.24012 -1.61594 -0.137 -0.513 0.398
H 0.49217 0.87506 -2.14535 -0.305 -0.041 0.129
H -0.89269 1.62070 1.70203 0.163 -0.191 0.102
H -2.10027 0.36140 1.32441 -0.353 0.449 0.187
H -1.44922 1.34761 0.03291 0.091 -0.086 -0.179
H 3.10722 0.87093 0.74076 -0.180 0.005 0.055
C -1.27411 -2.27430 -0.27641 0.344 0.150 -0.412
N -1.48046 -3.66450 -0.34482 -0.430 0.064 0.270
O -2.32751 -1.56491 -0.84270 0.056 -0.211 -0.089
N -0.23282 -1.73643 0.15406 1.102 0.394 -1.489
H -2.86150 -2.16121 -1.38294 0.060 0.012 0.018
H -0.73747 -4.16459 0.12148 -0.018 0.089 -0.012
H -2.39320 -3.97198 -0.03194 0.039 -0.040 0.028
H -0.58455 -0.13763 0.85856 -0.495 2.296 0.057
```
Forces are in eV/Å.

***

Entry 5:
A cluster of 4 separate species, C2H6O2 in total in a non-equilibrium geometry. Source: the OMol25 dataset; level of theory: ωB97M-V with the def2-TZVPD basis set.

The value obtained for the largest force on an atom is 4.593 eV/Å. The frontier orbital gap (alpha / beta) is 6.88 / 6.89 eV. Its spin multiplicity is 1. The energy relative to the best compared isomer or geometry (same formula, charge and spin) is 826.8 kJ/mol. The value obtained for the HOMO energy (alpha / beta) is -8.0 / -8.0 eV.

Structure (XYZ):
```
10
Properties=species:S:1:pos:R:3:forces:R:3
O 0.67838 -1.13090 -0.12482 4.170 0.695 0.428
C -0.08818 -0.15236 -0.76328 0.239 -0.241 0.478
C -0.81519 0.59452 0.30893 -0.553 -1.240 1.478
O -1.10387 -0.03639 1.42612 3.348 -1.330 -2.274
H 2.14093 -0.60202 -0.14568 -4.471 -0.613 0.852
H 0.40394 0.55121 -1.44697 0.119 -0.412 0.317
H -0.78174 -0.77985 -1.34104 -0.513 0.370 0.071
H 1.22746 1.30862 0.86220 -0.874 -0.463 -0.746
H -1.60720 1.23935 -0.07913 0.463 0.748 0.516
H -0.05451 -0.99219 1.30366 -1.928 2.485 -1.120
```
Forces are in eV/Å.

***

Entry 6:
A structure of composition C25H34DyN7O3S2Si2 in a non-equilibrium geometry. Source: the OMol25 dataset; level of theory: ωB97M-V with the def2-TZVPD basis set.

The value obtained for the largest force on an atom is 1.287 eV/Å. As for the expectation value of S²: 9.337. The frontier orbital gap (alpha / beta) is 6.06 / 6.09 eV. Its spin multiplicity is 6. The value obtained for the HOMO energy (alpha / beta) is -7.2 / -7.2 eV.

Structure (XYZ):
```
74
Properties=species:S:1:pos:R:3:forces:R:3
Dy -0.93520 -0.42411 -0.63713 -1.057 0.228 0.698
C -2.70788 -2.25211 3.45308 -0.172 0.071 0.190
Si -1.25239 -1.79095 2.39459 -0.005 -0.474 -0.365
C 0.31418 -1.89820 3.40918 0.145 0.311 0.153
C -1.03452 -3.08949 1.02695 -0.147 -0.035 0.156
N -1.51364 -0.35353 1.47408 0.560 0.287 -0.438
C -1.37515 0.98418 1.89063 -0.053 0.151 0.037
C -1.09315 1.36455 3.20722 -0.014 -0.153 0.058
C -0.89756 2.68916 3.57050 -0.008 -0.081 0.037
C -0.99425 3.68338 2.61226 -0.016 -0.003 -0.054
C -1.30303 3.33818 1.30466 -0.007 0.049 -0.066
C -1.49909 2.01213 0.91493 -0.060 0.070 -0.146
N -1.85344 1.64765 -0.41931 0.484 -0.166 0.254
Si -1.42253 2.47675 -1.88068 0.149 -0.289 -0.404
C -1.25152 4.32131 -2.00185 -0.093 0.234 0.330
C -2.64518 1.86357 -3.15055 -0.154 0.193 -0.190
C 0.26477 1.75967 -2.42262 -0.204 0.189 0.144
H -2.59963 -3.26746 3.85005 -0.019 0.113 -0.030
H -3.63973 -2.19809 2.88172 0.067 -0.019 0.051
H -2.79737 -1.56606 4.30430 -0.033 -0.110 -0.090
H 0.25702 -2.75874 4.08370 0.012 0.046 -0.084
H 0.48500 -1.00869 4.02416 0.035 -0.143 -0.028
H 1.19133 -2.03157 2.76824 -0.049 -0.015 0.059
H -0.73117 -4.05273 1.44972 0.032 0.111 -0.008
H -0.23427 -2.82011 0.32196 0.052 -0.145 0.004
H -1.95761 -3.26213 0.47211 0.019 -0.006 -0.054
H -1.03244 0.59236 3.96787 -0.001 0.064 -0.040
H -0.67263 2.93690 4.60064 -0.019 -0.018 -0.033
H -0.84076 4.72214 2.87662 -0.025 -0.032 -0.016
H -1.41589 4.12004 0.56220 0.022 -0.058 0.055
H -2.11376 4.85333 -1.58542 0.100 -0.027 -0.087
H -1.16338 4.59108 -3.05919 0.003 -0.044 0.085
H -0.35228 4.67139 -1.48565 -0.089 0.020 -0.063
H -3.64400 2.28867 -2.99213 0.116 -0.073 -0.015
H -2.74263 0.77420 -3.13760 -0.030 -0.001 -0.017
H -2.31835 2.15276 -4.15689 -0.061 -0.047 0.112
H 0.98886 1.76566 -1.60192 0.073 -0.046 -0.056
H 0.70127 2.35668 -3.22787 -0.052 -0.063 0.003
H 0.18247 0.74367 -2.83108 0.124 -0.074 -0.061
O 7.22767 -1.49040 -4.00606 -0.063 -0.011 0.084
S 8.27434 -0.92417 -3.17855 0.093 0.061 -0.150
O 8.51435 0.49384 -3.38163 -0.029 -0.041 0.049
O 9.45328 -1.74541 -3.03534 -0.023 0.002 0.094
C 7.53251 -0.89277 -1.51048 -0.225 0.081 0.315
N 8.32937 -0.90152 -0.42730 -0.274 0.187 -0.248
C 7.73443 -0.80544 0.75251 0.044 -0.065 -0.144
C 6.35162 -0.78396 0.90156 -0.017 -0.056 0.319
C 5.62536 -0.79107 -0.27070 -0.125 0.048 -0.098
N 6.19810 -0.80035 -1.46326 0.581 -0.250 -0.149
C 4.14192 -0.80480 -0.33385 0.069 0.083 -0.016
C 3.31724 -0.32410 0.67545 0.041 0.006 0.186
C 1.95229 -0.34133 0.49068 0.055 0.006 0.054
N 1.37386 -0.81144 -0.62608 0.397 0.065 0.277
C 2.17384 -1.27249 -1.59609 -0.026 -0.149 -0.205
C 3.54106 -1.28667 -1.49500 0.110 -0.076 -0.196
H 8.38824 -0.75228 1.61807 -0.035 -0.094 -0.005
H 5.88286 -0.81046 1.87912 0.086 0.089 -0.071
H 3.73015 0.07758 1.59227 -0.046 0.005 -0.048
H 1.28657 0.03829 1.25808 -0.047 0.059 0.084
H 1.68431 -1.64111 -2.48960 0.002 -0.017 -0.059
H 4.16868 -1.63973 -2.30578 -0.042 0.036 0.046
C -6.14353 -2.54977 -1.31032 0.044 0.181 0.021
N -5.66560 -1.23339 -0.89222 -0.157 -0.200 -0.005
C -6.43634 -0.23748 -0.30455 0.037 -0.231 -0.112
C -5.60293 0.78075 -0.01665 0.138 0.034 0.033
N -4.34355 0.39874 -0.42877 -0.482 -0.095 0.160
C -4.38192 -0.82444 -0.95918 -0.170 -0.116 -0.108
S -3.10932 -1.74782 -1.67301 -0.145 0.042 -0.051
H -7.22764 -2.52440 -1.36456 -0.012 0.033 0.006
H -5.83152 -3.31155 -0.59973 0.024 0.007 0.061
H -5.73568 -2.79690 -2.28556 0.014 0.040 -0.060
H -7.49795 -0.34805 -0.15749 0.107 -0.025 -0.010
H -5.79228 1.73394 0.44662 0.044 -0.060 -0.039
H -3.46424 0.93467 -0.33405 0.411 0.406 -0.098
```
Forces are in eV/Å.

***

- spin multiplicity of number 6 (C25H34DyN7O3S2Si2)?
  6